Version one
An isolated molecule of C17H23N3O3S2, computed with ωB97M-V/def2-TZVPD.

Computed properties:
Lowest unoccupied orbital energy   0.5 eV
SMILES string   CCC[C@H](C)c1nnc(NC(=O)CCS(=O)(=O)Cc2ccccc2)s1
HOMO-LUMO gap   0.3458 Ha
Total charge   0

Each line ends with the Mulliken charge.
Geometry (Å):
1 S -2.03 0.47 -1.63  -0.235
2 S 1.21 -0.59 0.19  1.415
3 O 1.22 0.03 -1.11  -0.647
4 O 1.72 3.17 -0.23  -0.633
5 O -0.05 -1.12 0.63  -0.695
6 N -0.31 2.29 -0.57  0.035
7 N -1.90 1.22 0.81  -0.483
8 N -2.86 0.31 0.78  -0.333
9 C -5.19 -1.29 0.35  -1.059
10 C 4.18 -0.78 -1.12  -0.054
11 C 5.43 -0.18 -1.24  -0.747
12 C -3.08 -0.19 -0.38  0.272
13 C 4.68 -1.36 1.15  -0.203
14 C 0.83 2.48 0.19  0.262
15 C 0.88 1.78 1.54  -0.730
16 C -3.28 -2.61 -0.67  -1.460
17 C 6.30 -0.17 -0.16  -0.391
18 C 2.44 -1.95 0.21  -1.348
19 C 1.84 0.61 1.42  -0.814
20 C 5.92 -0.76 1.03  -0.635
21 C -7.23 -0.11 1.25  -1.360
22 C -6.08 -0.06 0.25  -0.196
23 C 3.80 -1.37 0.07  0.482
24 C -1.34 1.43 -0.33  0.275
25 C -4.05 -1.28 -0.67  0.328
26 H -4.46 -1.11 -1.68  0.423
27 H 2.16 -2.58 -0.64  0.436
28 H 4.39 -1.82 2.09  0.365
29 H -4.76 -1.35 1.35  0.348
30 H -2.50 -2.59 -1.42  0.381
31 H -7.85 0.78 1.17  0.385
32 H 1.27 2.50 2.27  0.424
33 H 6.60 -0.76 1.88  0.391
34 H -5.80 -2.19 0.18  0.485
35 H -0.11 1.44 1.84  0.472
36 H 2.28 -2.49 1.14  0.467
37 H -3.96 -3.43 -0.87  0.450
38 H 5.71 0.29 -2.17  0.390
39 H 1.92 0.06 2.36  0.515
40 H -6.83 -0.16 2.27  0.343
41 H 2.82 0.92 1.06  0.445
42 H -0.20 2.61 -1.52  0.229
43 H 7.27 0.29 -0.25  0.392
44 H -7.85 -0.99 1.08  0.319
45 H -2.82 -2.76 0.30  0.312
46 H -5.48 0.83 0.43  0.277
47 H 3.50 -0.77 -1.95  0.414
48 H -6.49 0.02 -0.76  0.289


Version two
An isolated molecule of C17H23N3O3S2, computed with ωB97M-V/def2-TZVPD.

Computed properties:
Lowest unoccupied orbital energy   0.4 eV
SMILES string   CCCCCCCC(=O)Nc1ccc(S(=O)(=O)Nc2nccs2)cc1
HOMO-LUMO gap   0.3303 Ha
Total charge   0

Each line ends with the Mulliken charge.
Geometry (Å):
1 S -5.93 -1.10 0.45  1.159
2 S -5.07 1.90 1.15  -0.008
3 O 0.84 -1.07 1.75  -0.639
4 O -6.27 -0.62 1.75  -0.599
5 O -6.66 -2.18 -0.13  -0.700
6 N -6.15 0.18 -0.64  -0.195
7 N -0.09 -1.98 -0.13  -0.030
8 N -5.28 2.23 -1.40  -0.644
9 C 7.02 1.37 0.78  -1.289
10 C 3.23 0.93 0.05  -0.667
11 C 5.51 1.55 0.93  -0.399
12 C -4.48 3.36 0.43  -0.267
13 C -2.33 -2.19 -0.94  -0.863
14 C 2.30 -2.00 0.08  -0.993
15 C 4.74 0.76 -0.12  -0.519
16 C 2.41 0.29 -1.07  -0.751
17 C -3.33 -0.98 1.34  -0.515
18 C -4.69 3.35 -0.90  -0.508
19 C -1.97 -1.16 1.21  -0.349
20 C -3.69 -2.00 -0.81  -0.909
21 C 2.60 -1.23 -1.21  -0.785
22 C 0.96 -1.62 0.68  0.465
23 C -4.18 -1.39 0.33  0.017
24 C -5.54 1.39 -0.46  0.619
25 C -1.45 -1.77 0.07  0.814
26 H 5.21 1.21 1.93  0.333
27 H 5.03 1.11 -1.12  0.288
28 H 1.35 0.50 -0.89  0.298
29 H -3.75 -0.52 2.22  0.595
30 H 7.55 1.94 1.54  0.393
31 H -4.44 4.14 -1.59  0.432
32 H 1.95 -1.58 -2.02  0.485
33 H 3.06 -1.78 0.82  0.363
34 H -4.04 4.13 1.04  0.399
35 H -4.38 -2.33 -1.57  0.417
36 H 3.00 2.00 0.06  0.460
37 H -6.39 -0.05 -1.59  0.278
38 H 2.92 0.53 1.01  0.214
39 H 7.29 0.33 0.88  0.320
40 H 7.34 1.72 -0.20  0.318
41 H 5.01 -0.29 -0.04  0.300
42 H 2.31 -3.07 -0.13  0.435
43 H -1.30 -0.84 1.99  0.549
44 H 0.14 -2.44 -1.00  0.176
45 H 2.68 0.75 -2.03  0.441
46 H 5.26 2.61 0.85  0.323
47 H -1.93 -2.67 -1.83  0.345
48 H 3.63 -1.44 -1.52  0.397


version two comes first in stability; the runner-up is 0.0238 hartree higher.


Version one
A 3-piece molecular cluster, C4H14O2S overall, computed with ωB97M-V/def2-TZVPD.

Computed properties:
Lowest unoccupied orbital energy   0.5 eV
SMILES string   CCCCS.O.O
HOMO-LUMO gap   0.3599 Ha
Total charge   0

Each line ends with the Mulliken charge.
Geometry (Å):
1 S -2.49 -1.68 0.44  -0.219
2 O 1.81 -2.19 -0.15  -0.638
3 O 4.28 0.97 -0.14  -0.626
4 C -1.12 0.70 -0.22  -0.717
5 C -0.06 2.92 -0.67  -1.255
6 C -0.94 -0.74 0.29  -0.526
7 C -0.02 1.67 0.19  0.169
8 H 0.95 1.17 0.09  -0.086
9 H 3.88 0.28 0.40  0.307
10 H 3.66 1.69 -0.06  0.322
11 H -0.13 1.93 1.25  0.298
12 H -3.20 -1.24 -0.61  0.124
13 H -0.28 2.71 -1.71  0.345
14 H -1.21 0.71 -1.31  0.385
15 H -2.14 0.95 0.08  0.324
16 H -0.77 3.70 -0.38  0.316
17 H -0.55 -0.81 1.29  0.391
18 H -0.35 -1.25 -0.45  0.069
19 H 1.85 -1.32 0.26  0.336
20 H 0.90 -2.42 -0.31  0.337
21 H 0.91 3.43 -0.63  0.343


Version two
A 3-piece molecular cluster, C4H14O2S overall, computed with ωB97M-V/def2-TZVPD.

Computed properties:
Lowest unoccupied orbital energy   0.6 eV
SMILES string   CCCCS.O.O
HOMO-LUMO gap   0.3455 Ha
Total charge   0

Each line ends with the Mulliken charge.
Geometry (Å):
1 S -2.10 -0.30 1.06  -0.211
2 O 0.28 -1.77 -2.30  -0.608
3 O -1.18 -2.97 -5.67  -0.626
4 C 0.55 0.54 0.73  -0.442
5 C 0.98 1.83 2.94  -1.186
6 C -0.88 1.00 0.67  -0.670
7 C 1.19 0.55 2.12  -0.417
8 H -2.50 0.16 2.25  0.103
9 H 2.26 0.37 1.97  0.358
10 H 1.84 2.04 3.57  0.340
11 H 0.62 -1.75 -3.20  0.294
12 H 0.06 1.80 3.54  0.298
13 H 0.23 -2.69 -2.04  0.314
14 H -1.66 -3.05 -6.49  0.311
15 H 0.88 2.70 2.28  0.306
16 H 1.16 1.12 0.03  0.294
17 H -1.05 1.79 1.41  0.313
18 H 0.63 -0.47 0.35  0.273
19 H 0.83 -0.31 2.67  0.301
20 H -1.00 -2.02 -5.57  0.316
21 H -1.14 1.43 -0.29  0.338


version two comes first in stability; the runner-up is 0.0119 hartree higher.


Version one
An isolated molecule of C2H4N2S3, computed with ωB97M-V/def2-TZVPD.

Computed properties:
Lowest unoccupied orbital energy   -0.2 eV
SMILES string   S=CSN/C=N/S
HOMO-LUMO gap   0.3029 Ha
Total charge   0

Each line ends with the Mulliken charge.
Geometry (Å):
1 S 2.59 -1.17 -0.21  -0.167
2 S -3.29 -1.46 -0.14  -0.249
3 S -1.70 0.86 -0.66  0.034
4 N 1.14 -0.29 -0.55  -0.393
5 N -0.25 1.47 0.00  -0.302
6 C -1.96 -0.65 0.14  -0.045
7 C 0.94 0.77 0.12  0.080
8 H 2.55 -2.00 -1.29  0.160
9 H 1.55 1.15 0.94  0.326
10 H -0.43 2.17 0.80  0.309
11 H -1.14 -0.86 0.84  0.248


Version two
A 2-piece molecular cluster, C2H4N2S3 overall, computed with ωB97M-V/def2-TZVPD.

Computed properties:
Lowest unoccupied orbital energy   -0.8 eV
HOMO-LUMO gap   0.2898 Ha
Total charge   0

Each line ends with the Mulliken charge.
Geometry (Å):
1 S 0.89 1.19 2.72  -0.158
2 S 1.10 0.23 -1.52  -0.020
3 S -2.91 -1.34 -1.36  -0.291
4 N -0.19 -0.84 -1.37  -0.237
5 N 0.61 0.27 1.27  -0.260
6 C 1.19 0.96 0.17  -0.160
7 C -1.53 -0.46 -1.46  -0.094
8 H -1.82 0.51 -1.67  0.332
9 H 0.71 -0.28 3.93  0.147
10 H 0.11 -1.90 -1.20  0.300
11 H 1.87 1.67 0.50  0.442


version one comes first in stability; the runner-up is 0.1109 hartree higher.


Version one
An isolated molecule of C2H4N2S3, computed with ωB97M-V/def2-TZVPD.

Computed properties:
Lowest unoccupied orbital energy   0.1 eV
SMILES string   S=CNS/C=N/S
HOMO-LUMO gap   0.3264 Ha
Total charge   0

Each line ends with the Mulliken charge.
Geometry (Å):
1 S -2.86 -1.18 -0.09  -0.150
2 S -0.06 1.81 -0.10  -0.031
3 S 3.11 -1.09 0.02  -0.270
4 N -1.46 -0.32 0.36  -0.321
5 N 1.08 0.70 0.42  -0.226
6 C 1.81 -0.09 -0.41  -0.120
7 C -1.50 0.89 0.01  0.108
8 H 0.98 0.49 1.38  0.296
9 H -2.40 1.55 -0.25  0.263
10 H 1.59 0.21 -1.41  0.300
11 H -2.42 -2.42 -0.04  0.151


Version two
A 2-piece molecular cluster, C2H4N2S3 overall, computed with ωB97M-V/def2-TZVPD.

Computed properties:
Lowest unoccupied orbital energy   -0.1 eV
SMILES string   Sc1csnn1.S
HOMO-LUMO gap   0.3458 Ha
Total charge   0

Each line ends with the Mulliken charge.
Geometry (Å):
1 S 0.33 -1.34 0.63  -0.308
2 S 2.18 1.65 1.74  0.149
3 S -0.75 2.21 -1.24  -0.194
4 N -0.21 1.65 1.39  -0.318
5 N 0.66 1.47 2.29  -0.195
6 C 1.67 1.89 0.15  0.071
7 C 0.30 1.94 0.17  -0.169
8 H 0.50 -1.47 1.87  0.124
9 H -1.04 3.43 -0.69  0.163
10 H 2.32 2.38 -0.49  0.471
11 H -0.37 -0.22 0.82  0.207


version two comes first in stability; the runner-up is 0.0025 hartree higher.